[1]
DFT (the ωB97M-V functional and the def2-TZVPD basis) results for the molecule C5H6O.

As for the LUMO energy: -0.7 eV. The value obtained for the largest force on an atom is 0.73 eV Å⁻¹. The HOMO energy is -10.412 eV. Its HOMO-LUMO gap is 0.3556 hartree.

Last column: Löwdin charge in e.
Atoms and positions in Å:
C: 1.036 0.023 -1.085  -0.09
C: -0.265 0.639 -0.570  -0.23
C: -0.978 -0.315 0.380  -0.39
C: -2.079 -0.916 0.015  0.29
C: -0.415 -0.473 1.765  -0.25
O: -0.218 -1.517 2.327  0.08
H: 1.702 -0.254 -0.259  0.08
H: 0.829 -0.886 -1.658  0.08
H: 1.569 0.728 -1.731  0.08
H: -0.923 0.896 -1.407  0.11
H: -0.068 1.572 -0.024  0.12
H: -0.189 0.502 2.248  0.13

=====

[2]
DFT (the ωB97M-V functional and the def2-TZVPD basis) results for the molecule C4H2Br4N2 at a distorted geometry.

As for the LUMO energy (alpha / beta): -2.9 / -2.9 eV. The value obtained for the largest force on an atom is 3.34 eV Å⁻¹. The HOMO energy (alpha / beta) is -8.803 / -8.800 eV. Its HOMO-LUMO gap (alpha / beta) is 0.2152 / 0.2150 hartree.

Last column: Löwdin charge in e.
Atoms and positions in Å:
C: -0.776 0.811 0.620  -0.29
C: -2.069 0.438 0.443  -0.77
C: -2.397 -0.525 -0.621  -0.83
C: 0.195 -1.179 -0.281  -0.65
N: -1.711 -1.336 -1.239  0.10
N: 0.269 0.137 0.116  -0.39
Br: -3.310 1.486 1.303  0.78
Br: -4.326 -0.463 -1.169  0.59
Br: 0.129 -2.540 1.078  0.71
Br: 2.060 1.234 -0.428  0.52
H: -0.509 1.805 1.225  0.15
H: 0.484 -1.481 -1.296  0.08

=====

[3]
DFT (the ωB97M-V functional and the def2-TZVPD basis) results for a cluster of 3 separate species, C2H12NO2 in total at a distorted geometry.

As for the LUMO energy: -3.6 eV. As for the total charge: +1. The value obtained for the largest force on an atom is 4.75 eV Å⁻¹. The HOMO energy is -14.374 eV. Its HOMO-LUMO gap is 0.3974 hartree.

Last column: Löwdin charge in e.
Atoms and positions in Å:
C: -0.657 2.572 -1.952  -0.12
C: -1.594 1.490 -1.427  -0.24
N: -0.880 0.259 -1.030  0.16
H: 0.266 2.858 -1.424  0.07
H: -0.011 2.322 -2.914  0.13
H: -1.289 3.511 -1.987  0.11
H: -2.460 1.788 -0.716  0.16
H: -2.248 1.252 -2.429  0.17
H: 0.106 0.112 -1.326  0.18
H: -1.340 -0.617 -1.502  0.22
H: -0.920 0.132 -0.029  0.14
H: 2.392 -3.188 4.232  -0.02
H: 2.890 -4.420 3.496  0.12
O: 2.338 -3.545 3.395  -0.06
H: 0.719 -2.048 2.266  0.06
H: 1.826 -1.223 1.696  0.03
O: 0.861 -1.256 1.648  -0.11

=====

[4]
DFT (the ωB97M-V functional and the def2-TZVPD basis) results for a structure of composition C23H44GaI2O15.

As for the LUMO energy: 2.2 eV. As for the total charge: -1. The value obtained for the largest force on an atom is 0.85 eV Å⁻¹. The HOMO energy is -6.092 eV. Its HOMO-LUMO gap is 0.3047 hartree.

Last column: Löwdin charge in e.
Atoms and positions in Å:
C: 6.557 -0.397 -1.272  -0.06
C: 6.156 -1.068 -2.584  -0.51
O: 7.293 -1.797 -3.126  -0.08
C: 5.562 -0.092 -3.570  -0.23
Ga: 3.733 0.634 -3.085  0.44
C: 3.759 1.609 -1.265  -0.30
C: 2.709 2.595 -1.261  -0.92
O: 1.551 2.512 -1.006  -0.03
I: 3.419 4.567 -1.964  0.62
C: 2.510 -1.028 -3.030  -0.28
C: 1.250 -0.804 -2.366  -0.87
O: 0.235 -0.319 -2.736  0.00
I: 1.322 -1.479 -0.235  0.63
H: 7.377 -0.949 -0.815  0.07
H: 6.876 0.631 -1.452  0.07
H: 5.733 -0.370 -0.561  0.07
H: 5.436 -1.861 -2.377  0.12
H: 7.895 -1.125 -3.468  0.07
H: 5.407 -0.615 -4.518  0.05
H: 6.259 0.734 -3.741  0.05
H: 3.228 1.673 -4.184  -0.03
H: 4.738 2.075 -1.200  0.03
H: 3.603 0.950 -0.410  0.05
H: 2.298 -1.260 -4.076  0.07
H: 3.047 -1.853 -2.570  0.02
C: -3.334 -1.576 0.458  -0.06
C: -3.642 -3.053 0.514  -0.20
O: -3.025 -3.687 1.651  0.04
C: -3.639 -3.487 2.808  -0.62
O: -4.657 -2.866 2.984  0.11
O: -2.907 -4.049 3.773  0.01
C: -3.411 -3.842 5.093  -0.04
H: -2.258 -1.407 0.441  0.06
H: -3.761 -1.139 -0.444  0.09
H: -3.756 -1.066 1.323  0.06
H: -3.229 -3.573 -0.347  0.12
H: -4.715 -3.240 0.553  0.12
H: -4.446 -4.166 5.167  0.09
H: -3.339 -2.791 5.368  0.10
H: -2.780 -4.441 5.742  0.09
C: -0.711 4.836 -0.380  -0.06
C: -1.338 6.182 -0.649  -0.20
O: -1.975 6.740 0.522  0.03
C: -1.167 7.323 1.396  -0.62
O: 0.021 7.476 1.294  0.13
O: -1.897 7.673 2.463  -0.01
C: -1.138 8.252 3.525  -0.05
H: -1.446 4.147 0.036  0.08
H: -0.330 4.411 -1.308  0.07
H: 0.125 4.916 0.313  0.08
H: -2.151 6.095 -1.367  0.12
H: -0.610 6.896 -1.033  0.12
H: -0.555 9.097 3.167  0.09
H: -0.470 7.513 3.963  0.10
H: -1.867 8.580 4.260  0.09
C: -7.702 0.406 2.109  -0.06
C: -6.257 0.527 1.680  -0.21
O: -6.050 1.638 0.793  0.04
C: -5.985 2.826 1.386  -0.62
O: -6.100 3.041 2.564  0.12
O: -5.846 3.756 0.442  0.01
C: -5.792 5.096 0.938  -0.04
H: -8.352 0.344 1.235  0.08
H: -7.831 -0.498 2.704  0.08
H: -8.005 1.263 2.709  0.07
H: -5.952 -0.347 1.110  0.11
H: -5.592 0.622 2.538  0.13
H: -5.012 5.198 1.688  0.10
H: -6.751 5.382 1.368  0.09
H: -5.569 5.716 0.075  0.09
C: 4.401 -7.020 0.990  -0.07
C: 3.492 -5.885 0.571  -0.21
O: 3.902 -5.303 -0.674  0.03
C: 3.580 -5.979 -1.770  -0.62
O: 2.971 -7.018 -1.818  0.12
O: 4.049 -5.304 -2.816  0.01
C: 3.786 -5.900 -4.086  -0.04
H: 5.437 -6.681 1.027  0.08
H: 4.117 -7.373 1.982  0.08
H: 4.331 -7.854 0.293  0.07
H: 3.544 -5.062 1.280  0.12
H: 2.454 -6.207 0.495  0.12
H: 2.721 -6.087 -4.211  0.09
H: 4.335 -6.834 -4.190  0.09
H: 4.131 -5.178 -4.820  0.09

=====

[5]
DFT (the ωB97M-V functional and the def2-TZVPD basis) results for a structure of composition C15H31ClCuP2 at a distorted geometry.

As for the LUMO energy (alpha / beta): -0.4 / -0.9 eV. Its spin multiplicity is 2. The value obtained for the largest force on an atom is 3.56 eV Å⁻¹. The HOMO energy (alpha / beta) is -6.030 / -6.030 eV. Its expectation value of S² is 0.754. Its HOMO-LUMO gap (alpha / beta) is 0.2082 / 0.1885 hartree.

Last column: Löwdin charge in e.
Atoms and positions in Å:
P: 2.067 3.929 -3.533  0.75
P: 0.791 0.943 -5.704  0.94
C: 2.297 3.310 -5.248  -0.29
C: 1.026 2.739 -5.916  -0.28
H: 3.155 2.611 -5.304  0.07
H: 2.608 4.204 -5.828  0.10
H: 0.131 3.277 -5.569  0.09
H: 1.107 2.901 -7.003  0.10
C: 2.063 0.303 -6.822  -0.17
H: 2.082 -0.793 -6.760  0.07
H: 3.048 0.699 -6.542  0.06
H: 1.830 0.605 -7.851  0.06
C: -0.797 0.434 -6.335  -0.15
H: -0.744 0.392 -7.433  0.07
H: -1.581 1.145 -6.047  0.07
H: -1.056 -0.564 -5.959  0.08
C: 3.778 4.450 -3.075  -0.19
H: 3.822 4.816 -2.040  0.06
H: 4.078 5.280 -3.726  0.04
H: 4.498 3.636 -3.203  0.03
C: 1.362 5.604 -3.818  -0.18
H: 0.458 5.555 -4.443  0.06
H: 2.126 6.184 -4.350  0.04
H: 1.117 6.110 -2.875  0.07
Cu: -1.123 -0.416 0.086  -0.11
C: 1.430 0.430 -4.135  -0.38
C: 2.721 0.986 -3.710  -0.13
C: 3.084 1.272 -2.327  -0.19
C: 2.184 2.128 -1.370  -0.16
C: 1.475 3.353 -1.934  -0.36
C: 0.370 3.301 -2.909  -0.35
C: -0.439 2.041 -3.165  -0.20
C: 0.197 0.654 -3.187  -0.23
C: -1.072 0.927 1.429  -0.33
H: 1.496 -0.671 -4.267  0.15
H: 3.546 0.631 -4.332  0.11
H: 4.078 1.747 -2.408  0.10
H: 3.282 0.340 -1.761  0.14
H: 1.454 1.468 -0.870  0.10
H: 2.848 2.484 -0.565  0.12
H: 1.409 4.180 -1.217  0.12
H: -0.313 4.163 -2.935  0.10
H: -1.007 2.220 -4.105  0.08
H: -1.223 2.005 -2.378  0.13
H: 0.454 0.307 -2.178  0.05
H: -0.610 -0.034 -3.506  0.07
H: -1.993 0.813 2.023  -0.06
H: -1.022 1.899 0.916  -0.07
H: -0.182 0.756 2.056  -0.06
Cl: -1.100 -1.875 -1.376  -0.13

=====

[6]
DFT (the ωB97M-V functional and the def2-TZVPD basis) results for a structure of composition C2H2N4O2 at a distorted geometry.

As for the LUMO energy: -0.9 eV. The value obtained for the largest force on an atom is 8.75 eV Å⁻¹. The HOMO energy is -9.958 eV. Its HOMO-LUMO gap is 0.3322 hartree.

Last column: Löwdin charge in e.
Atoms and positions in Å:
C: -1.953 0.288 0.130  -0.24
C: 0.054 -0.268 -0.101  -0.38
H: -1.416 1.489 0.706  0.22
H: 1.512 -1.762 0.566  0.14
N: -1.072 -0.798 -0.071  0.14
N: 0.653 1.037 -0.025  0.09
N: 1.890 1.000 -0.065  0.06
N: 1.250 -1.015 0.020  0.10
O: -3.282 0.080 -0.068  -0.10
O: 2.313 -0.257 0.010  -0.02

=====

[7]
DFT (the ωB97M-V functional and the def2-TZVPD basis) results for the molecule C5H3F3 at a distorted geometry.

As for the LUMO energy: 0.9 eV. The value obtained for the largest force on an atom is 2.50 eV Å⁻¹. The HOMO energy is -9.248 eV. Its HOMO-LUMO gap is 0.3722 hartree.

Last column: Löwdin charge in e.
Atoms and positions in Å:
C: 0.481 1.396 -0.059  -0.14
C: -0.051 0.010 0.189  -0.17
C: 0.004 -0.993 -0.832  -0.09
C: 0.120 -1.764 -1.778  0.15
C: -0.597 -0.366 1.359  -0.34
H: 1.542 1.337 -0.141  0.11
H: 0.001 1.807 -1.022  0.15
H: 0.164 -2.391 -2.641  0.03
F: 0.188 2.307 0.964  -0.04
F: -0.968 -1.617 1.516  0.15
F: -0.885 0.274 2.445  0.19

=====

[8]
DFT (the ωB97M-V functional and the def2-TZVPD basis) results for a cluster of 7 separate species, C40H85BO18P in total at a distorted geometry.

As for the LUMO energy: 1.8 eV. As for the total charge: -1. The value obtained for the largest force on an atom is 2.96 eV Å⁻¹. The HOMO energy is -4.603 eV. Its HOMO-LUMO gap is 0.2337 hartree.

Last column: Löwdin charge in e.
Atoms and positions in Å:
C: 3.998 0.953 -1.332  -0.14
C: 4.573 -0.015 -2.477  -0.25
C: 4.239 0.431 -3.987  -0.22
C: 3.860 1.979 -4.177  -0.23
C: 2.305 2.292 -3.903  -0.21
C: 1.460 2.733 -5.197  -0.21
C: 0.737 4.162 -5.032  -0.22
C: -0.430 4.098 -3.897  -0.24
C: -1.653 3.143 -4.311  -0.24
P: -3.338 3.662 -3.526  0.56
O: -3.711 2.055 -2.924  -0.40
C: -4.999 1.585 -3.364  -0.27
C: -5.305 0.209 -2.550  -0.19
O: -5.490 -0.945 -3.409  -0.19
C: -4.285 -1.732 -3.517  -0.26
C: -4.614 -3.305 -3.283  -0.10
O: -3.395 5.258 -4.291  -0.36
C: -3.590 6.219 -3.230  -0.24
C: -2.884 5.603 -1.887  -0.36
C: -3.400 6.187 -0.484  -0.04
B: -3.033 7.791 -0.435  -0.46
O: -4.114 8.768 -0.231  0.04
O: -1.656 8.237 -0.595  0.06
O: -2.641 4.159 -1.981  -0.30
H: 2.873 0.749 -1.157  0.08
H: 4.241 2.060 -1.466  0.06
H: 4.510 0.627 -0.342  0.07
H: 4.056 -1.040 -2.318  0.10
H: 5.699 -0.231 -2.312  0.10
H: 5.208 0.258 -4.600  0.10
H: 3.430 -0.219 -4.496  0.11
H: 4.085 2.247 -5.277  0.10
H: 4.487 2.688 -3.521  0.10
H: 1.833 1.318 -3.488  0.10
H: 2.204 3.065 -3.066  0.10
H: 2.057 2.731 -6.180  0.10
H: 0.621 1.959 -5.331  0.10
H: 1.507 4.944 -4.657  0.10
H: 0.317 4.554 -6.027  0.10
H: 0.012 3.735 -2.894  0.11
H: -0.803 5.173 -3.699  0.09
H: -1.808 3.156 -5.454  0.09
H: -1.419 2.062 -3.975  0.08
H: -4.037 3.251 -4.739  0.02
H: -4.583 4.097 -2.898  0.04
H: -5.841 2.318 -3.085  0.10
H: -5.022 1.285 -4.483  0.12
H: -6.290 0.361 -1.963  0.12
H: -4.474 0.100 -1.772  0.11
H: -3.802 -1.678 -4.570  0.13
H: -3.461 -1.450 -2.777  0.11
H: -3.658 -3.860 -2.958  0.05
H: -5.393 -3.442 -2.449  0.08
H: -5.036 -3.816 -4.217  0.07
H: -2.980 7.176 -3.448  0.11
H: -4.676 6.610 -3.102  0.11
H: -1.812 6.030 -1.976  0.12
H: -4.528 6.014 -0.359  0.12
H: -2.864 5.701 0.403  0.10
H: -4.731 8.638 -1.001  0.10
H: -1.508 8.386 -1.557  0.10
O: 1.234 -1.362 -2.973  0.08
C: 0.497 -2.154 -2.415  -0.50
O: 0.482 -2.227 -1.070  0.00
C: -0.461 -3.007 -0.316  -0.22
C: -0.005 -4.447 -0.204  -0.05
C: -0.343 -3.117 -3.204  0.01
H: -1.469 -2.914 -0.730  0.11
H: -0.496 -2.565 0.683  0.11
H: 0.066 -4.926 -1.184  0.06
H: -0.697 -5.024 0.413  0.08
H: 0.991 -4.496 0.244  0.07
H: 0.270 -3.966 -3.511  0.07
H: -0.712 -2.598 -4.093  0.10
H: -1.221 -3.474 -2.671  0.05
O: 0.145 -3.767 3.365  0.07
C: 1.014 -2.954 3.629  -0.53
O: 0.954 -2.250 4.773  -0.01
C: 2.004 -1.393 5.256  -0.22
C: 1.913 -0.021 4.619  -0.05
C: 2.113 -2.659 2.647  0.01
H: 2.983 -1.859 5.124  0.10
H: 1.851 -1.298 6.334  0.12
H: 2.038 -0.071 3.536  0.08
H: 2.678 0.648 5.022  0.05
H: 0.929 0.419 4.804  0.08
H: 1.742 -1.964 1.892  0.10
H: 2.403 -3.596 2.165  0.09
H: 3.017 -2.259 3.101  0.08
O: 0.123 -5.885 -3.744  0.07
C: -0.874 -6.580 -3.797  -0.50
O: -1.810 -6.476 -2.834  -0.01
C: -3.104 -7.099 -2.877  -0.23
C: -3.041 -8.535 -2.398  -0.07
C: -1.038 -7.617 -4.873  0.01
H: -3.548 -7.005 -3.871  0.12
H: -3.738 -6.522 -2.200  0.12
H: -2.399 -9.146 -3.036  0.07
H: -4.039 -8.981 -2.386  0.08
H: -2.621 -8.583 -1.390  0.09
H: -0.475 -8.509 -4.598  0.10
H: -0.638 -7.209 -5.805  0.10
H: -2.073 -7.884 -5.075  0.07
O: 4.103 1.969 5.663  0.07
C: 3.954 2.893 4.883  -0.51
O: 4.118 2.689 3.563  0.00
C: 3.801 3.655 2.547  -0.22
C: 4.942 4.632 2.349  -0.07
C: 3.671 4.283 5.379  0.01
H: 2.851 4.151 2.762  0.12
H: 3.650 3.088 1.624  0.12
H: 5.142 5.208 3.256  0.06
H: 4.714 5.331 1.541  0.08
H: 5.863 4.097 2.104  0.08
H: 4.607 4.747 5.692  0.09
H: 2.997 4.210 6.237  0.10
H: 3.172 4.918 4.651  0.07
O: 4.939 -3.645 6.157  0.09
C: 4.212 -4.445 6.716  -0.51
O: 4.189 -4.516 8.061  0.00
C: 3.250 -5.300 8.813  -0.23
C: 3.712 -6.739 8.930  -0.07
C: 3.398 -5.426 5.919  0.02
H: 2.244 -5.212 8.397  0.12
H: 3.212 -4.854 9.810  0.12
H: 3.786 -7.220 7.952  0.07
H: 3.020 -7.317 9.547  0.08
H: 4.707 -6.784 9.380  0.08
H: 4.033 -6.262 5.622  0.10
H: 3.028 -4.917 5.025  0.08
H: 2.520 -5.800 6.442  0.07
O: -0.054 2.925 4.514  0.07
C: -1.132 2.755 3.972  -0.52
O: -1.186 2.356 2.689  0.00
C: -2.392 1.965 2.010  -0.22
C: -3.133 3.171 1.470  -0.06
C: -2.413 3.070 4.693  0.01
H: -3.016 1.338 2.653  0.11
H: -2.080 1.334 1.174  0.13
H: -3.447 3.844 2.272  0.07
H: -4.019 2.862 0.912  0.09
H: -2.484 3.750 0.808  0.06
H: -2.597 4.144 4.642  0.10
H: -2.300 2.771 5.739  0.09
H: -3.278 2.532 4.312  0.07

=====

[9]
DFT (the ωB97M-V functional and the def2-TZVPD basis) results for a structure of composition C24H26N2O4S at a distorted geometry.

As for the LUMO energy: -1.9 eV. The value obtained for the largest force on an atom is 5.61 eV Å⁻¹. The HOMO energy is -7.863 eV. Its HOMO-LUMO gap is 0.2192 hartree.

Last column: Löwdin charge in e.
Atoms and positions in Å:
C: -4.135 -3.908 -4.320  -0.06
O: -4.614 -3.781 -2.962  -0.08
C: -3.725 -3.420 -1.998  -0.25
C: -4.177 -3.456 -0.657  0.02
C: -3.294 -3.212 0.371  -0.02
C: -1.949 -2.883 0.127  -0.21
C: -1.028 -2.583 1.267  0.01
C: 0.331 -3.218 1.197  -0.16
C: 1.207 -2.937 2.256  0.04
C: 2.495 -3.444 2.258  -0.14
C: 2.960 -4.198 1.157  -0.22
O: 4.277 -4.537 1.232  -0.01
C: 4.791 -3.976 2.504  -0.10
C: 3.619 -3.298 3.227  -0.09
C: 2.102 -4.522 0.098  0.02
C: 0.791 -4.091 0.172  -0.02
C: -1.535 -2.765 -1.208  -0.03
C: -2.392 -3.036 -2.268  0.00
H: -5.015 -4.224 -4.881  0.09
H: -3.765 -2.946 -4.702  0.09
H: -3.343 -4.668 -4.395  0.10
H: -5.222 -3.690 -0.462  0.13
H: -3.642 -3.269 1.401  0.13
H: -1.509 -2.919 2.196  0.16
H: 0.898 -2.280 3.069  0.11
H: 5.219 -4.806 3.080  0.12
H: 5.588 -3.264 2.253  0.12
H: 3.831 -2.248 3.452  0.13
H: 3.403 -3.812 4.173  0.13
H: 2.484 -5.108 -0.733  0.12
H: 0.100 -4.420 -0.601  0.11
H: -0.504 -2.487 -1.428  0.13
H: -2.025 -2.977 -3.296  0.11
C: -0.119 2.632 5.303  -0.11
C: 0.334 2.491 3.878  -0.23
N: -0.640 1.710 3.040  0.00
C: -0.380 0.328 2.795  -0.38
O: 0.626 -0.170 3.363  -0.01
C: -1.236 -0.374 1.961  0.08
C: -2.503 0.148 1.749  -0.38
O: -3.463 -0.474 1.239  0.01
N: -2.764 1.491 2.157  0.00
C: -4.141 2.038 1.929  -0.23
C: -4.911 2.171 3.209  -0.11
C: -1.839 2.322 2.745  -0.67
S: -2.182 3.914 3.153  0.72
H: 0.675 3.125 5.873  0.08
H: -1.026 3.246 5.382  0.03
H: -0.304 1.649 5.744  0.08
H: 0.383 3.477 3.405  0.08
H: 1.290 1.969 3.809  0.11
H: -0.877 -1.312 1.406  0.07
H: -3.998 3.020 1.466  0.09
H: -4.627 1.339 1.246  0.11
H: -5.938 2.463 2.965  0.08
H: -4.940 1.212 3.735  0.08
H: -4.480 2.935 3.867  0.03